Entry 1:
Computed, not measured: a cluster of 2 separate species, C4H8N2 in total in a non-equilibrium geometry, with the ωB97M-V functional and the def2-TZVPD basis.

Output
Highest occupied orbital energy   -8.83 eV
E   -7252.9148 eV

Geometry as ORCA input:
```
! wB97M-V def2-TZVPD RIJCOSX def2/J DEFGRID3
* xyz 0 1
N -2.634 0.848 -0.561
N -2.774 -0.441 0.176
C -1.845 0.303 0.504
C 1.004 -0.314 -0.617
C 0.278 -1.287 -0.061
C 2.035 0.446 0.089
H 2.029 1.536 -0.231
H 1.995 0.400 1.176
H 0.573 -1.678 0.902
H 2.984 0.065 -0.216
H 1.112 -0.298 -1.702
H -1.147 0.617 1.339
H -0.423 -1.853 -0.571
H -3.186 1.656 -0.227
*
```

Here are the Mulliken charges for atoms 1 to 4, given in e: number 1, N, carries -0.388; number 2, N, carries -0.425; number 3, C, carries 0.326; number 4, C, carries 0.294

Entry 2:
Computed, not measured: the molecule C4H8N2 in a non-equilibrium geometry, with the ωB97M-V functional and the def2-TZVPD basis.

Output
Highest occupied orbital energy   -9.32 eV
E   -7257.0661 eV

Geometry as ORCA input:
```
! wB97M-V def2-TZVPD RIJCOSX def2/J DEFGRID3
* xyz 0 1
N 2.718 0.120 0.811
N -0.494 0.031 -0.451
C -1.084 -0.992 0.395
C 1.910 -0.137 0.023
C 0.810 -0.359 -0.950
C -0.486 1.323 0.222
H -1.505 1.718 0.273
H -1.243 -1.908 -0.183
H -0.463 -1.230 1.277
H -0.084 1.260 1.247
H -2.058 -0.643 0.749
H 1.055 0.199 -1.861
H 0.793 -1.420 -1.217
H 0.130 2.036 -0.334
*
```

Here are the Mulliken charges for atoms 1 to 4, given in e: number 1, N, carries -0.418; number 2, N, carries -0.075; number 3, C, carries -0.935; number 4, C, carries 0.383

Entry 3:
Computed, not measured: the molecule C4H8N2 in a non-equilibrium geometry, with the ωB97M-V functional and the def2-TZVPD basis.

Output
Highest occupied orbital energy   -10.32 eV
E   -7257.7692 eV

Geometry as ORCA input:
```
! wB97M-V def2-TZVPD RIJCOSX def2/J DEFGRID3
* xyz 0 1
N 1.916 -0.465 1.930
N -1.125 0.644 0.820
C 0.536 0.987 -0.925
C 0.016 0.023 0.150
C 1.111 -0.263 1.123
C -0.441 -1.301 -0.470
H 1.126 1.798 -0.485
H 1.167 0.464 -1.650
H 0.363 -1.755 -1.055
H -0.323 1.420 -1.445
H -1.299 -1.107 -1.119
H -0.741 -2.012 0.307
H -1.459 0.044 1.570
H -0.845 1.522 1.249
*
```

Here are the Mulliken charges for atoms 1 to 4, given in e: number 1, N, carries -0.473; number 2, N, carries -0.681; number 3, C, carries -1.585; number 4, C, carries 1.518

Results for gap between HOMO and LUMO: 9.70 10.19 11.17 (in eV, following the order of the records).
Results for energy relative to the best compared isomer or geometry (same formula, charge and spin): 114.4 18.7 2.4 (in kcal per mole, following the order of the records).